Formula: C19H23N3O4S
Source: OMol25
Level of theory: ωB97M-V/def2-TZVPD

Values from the calculation:
- lowest unoccupied orbital energy (eV) = 0.5
- energy above the lowest of the compared OMol25 structures with the same formula, charge and spin (kJ/mol) = 91.99
- E_tot (hartree) = -1601.2919
- total charge = 0
- Kohn-Sham gap (eV) = 9.15
- structure (SMILES) = Cc1ccc(C(=O)N[C@H](C(=O)Nc2cccc(S(N)(=O)=O)c2)C(C)C)cc1

Last column: natural (NBO) charge in e.
CARTESIAN COORDINATES (ANGSTROEM)
S 4.922 -2.391 0.291  2.30
O 3.822 -3.289 0.497  -0.94
O 6.091 -2.860 -0.396  -0.94
O -0.555 -0.332 0.896  -0.66
O 0.987 2.963 -1.736  -0.61
N -1.612 1.129 -0.479  -0.60
N 5.405 -1.819 1.805  -1.08
N 1.324 1.153 -0.378  -0.66
C -3.242 -1.099 -1.362  -0.13
C 5.188 -0.170 -1.284  -0.22
C 0.159 3.950 1.391  -0.61
C -4.218 -2.055 -1.567  -0.24
C 2.611 0.746 -0.713  0.24
C -5.585 -4.021 -0.816  -0.63
C 4.728 1.017 -1.834  -0.19
C -2.106 2.947 1.788  -0.61
C 3.454 1.476 -1.553  -0.25
C 0.610 2.182 -0.888  0.69
C -0.705 2.703 1.229  -0.23
C -2.553 -1.052 -0.153  -0.19
C 4.344 -0.883 -0.457  -0.31
C 3.072 -0.451 -0.161  -0.24
C -0.793 2.315 -0.263  -0.13
C -1.481 -0.066 0.137  0.69
C -3.836 -2.937 0.622  -0.22
C -4.537 -2.980 -0.578  0.01
C -2.850 -1.993 0.829  -0.14
H -2.423 1.257 -1.061  0.41
H -2.719 2.053 1.710  0.21
H 3.097 2.396 -1.986  0.26
H -0.261 4.780 0.827  0.21
H -0.249 1.877 1.781  0.23
H -1.280 3.135 -0.802  0.23
H -6.341 -3.662 -1.509  0.22
H 5.366 1.591 -2.488  0.22
H -2.043 3.222 2.838  0.22
H 0.209 4.235 2.439  0.21
H -6.064 -4.310 0.117  0.22
H 6.171 -0.559 -1.490  0.24
H -4.740 -2.088 -2.512  0.21
H -2.297 -1.964 1.756  0.23
H 4.879 -2.248 2.548  0.40
H -2.999 -0.418 -2.165  0.20
H -5.127 -4.912 -1.248  0.23
H 1.171 3.775 1.034  0.22
H 0.827 0.537 0.277  0.44
H -4.062 -3.654 1.397  0.21
H 2.443 -1.050 0.478  0.24
H 6.396 -1.934 1.943  0.40
H -2.597 3.756 1.251  0.20

Atoms 1-2, force components in eV/Å:
S 0.36 0.01 0.74
O -0.17 0.36 0.08